Here is a structure of composition C34H48N3O2OsS2Si from OMol25. Energies are from ωB97M-V/def2-TZVPD.

- Total charge: +1
- Relative energy (zero: lowest compared OMol25 entry of this formula, charge and spin): 0.000 eV
- HOMO level (spin up / spin down): -10.266 / -10.266 eV

Geometry (Å):
Os  -0.021  -0.373  -0.372
C  0.653  1.778  -2.544
N  0.546  0.301  -2.412
C  -0.368  -0.174  -3.490
C  1.866  -0.319  -2.636
C  2.479  -0.258  -3.876
C  3.637  -0.978  -4.128
C  4.151  -1.797  -3.138
C  3.568  -1.830  -1.881
C  2.459  -1.035  -1.587
N  1.812  -0.932  -0.335
C  2.247  -1.613  0.825
C  3.569  -1.945  1.133
C  3.866  -2.665  2.279
C  2.859  -3.055  3.148
C  1.561  -2.635  2.908
C  1.263  -1.890  1.777
N  -0.047  -1.240  1.621
C  -0.119  -0.216  2.704
C  -1.169  -2.186  1.821
H  0.930  2.043  -3.566
H  1.401  2.152  -1.852
H  -0.308  2.222  -2.300
H  0.041  0.070  -4.469
H  -1.326  0.324  -3.397
H  -0.503  -1.246  -3.399
H  2.048  0.340  -4.667
H  4.108  -0.921  -5.099
H  5.017  -2.413  -3.334
H  3.977  -2.498  -1.142
H  4.376  -1.606  0.504
H  4.897  -2.914  2.492
H  3.086  -3.635  4.032
H  0.786  -2.860  3.629
H  -0.107  -0.712  3.676
H  -1.031  0.355  2.590
H  0.733  0.452  2.623
H  -1.169  -2.590  2.835
H  -1.101  -3.007  1.113
H  -2.101  -1.655  1.654
C  -4.229  1.670  -0.986
Si  -3.581  0.287  0.103
C  -3.342  1.039  1.809
C  -4.874  -1.058  0.295
C  -2.108  -0.444  -0.842
H  -5.113  2.144  -0.555
H  -4.497  1.302  -1.979
H  -3.465  2.443  -1.113
H  -4.273  1.560  2.051
H  -2.537  1.775  1.848
H  -3.187  0.301  2.598
H  -5.788  -0.671  0.750
H  -4.510  -1.871  0.930
H  -5.140  -1.491  -0.672
H  -2.191  0.069  -1.802
H  -2.419  -1.475  -1.054
C  -0.289  7.052  4.786
C  -0.383  8.369  4.066
O  -0.446  9.434  4.611
S  -0.425  8.380  2.264
C  -0.332  6.662  1.821
C  -1.493  5.907  1.693
C  -1.425  4.574  1.328
C  -0.188  3.981  1.063
C  0.976  4.745  1.174
C  0.901  6.075  1.551
C  -0.119  2.610  0.663
C  -0.073  1.448  0.294
H  -0.168  7.256  5.847
H  0.547  6.461  4.415
H  -1.200  6.475  4.623
H  -2.452  6.369  1.884
H  -2.331  3.989  1.234
H  1.936  4.293  0.962
H  1.802  6.668  1.634
C  0.776  -6.162  -0.468
C  1.004  -4.670  -0.657
S  -0.473  -3.838  -1.263
O  -0.076  -2.379  -1.394
C  -0.501  -4.401  -2.973
C  0.764  -4.085  -3.759
H  1.676  -6.616  -0.057
H  0.557  -6.667  -1.409
H  -0.044  -6.355  0.224
H  1.819  -4.442  -1.344
H  1.215  -4.170  0.291
H  -1.379  -3.903  -3.386
H  -0.726  -5.468  -2.932
H  1.169  -3.110  -3.483
H  0.532  -4.064  -4.823
H  1.535  -4.839  -3.605

***

Here is a structure of composition C34H48N3PPd at a distorted geometry from OMol25. Energies are from ωB97M-V/def2-TZVPD.

- Total charge: -2
- ⟨S²⟩: 2.013
- Spin multiplicity: 3
- HOMO level (spin up / spin down): 2.765 / -0.425 eV

Geometry (Å):
Pd  0.270  0.162  0.792
N  0.168  -2.231  2.465
N  0.987  -2.575  -0.578
C  2.107  1.570  0.322
C  2.951  0.458  0.646
C  2.622  0.017  1.947
C  3.223  -1.096  2.710
H  4.026  -1.583  2.146
H  2.466  -1.844  2.976
H  3.656  -0.725  3.651
C  1.600  0.867  2.476
C  1.097  0.797  3.866
H  1.923  0.920  4.581
H  0.649  -0.186  4.052
H  0.351  1.569  4.065
C  1.324  1.889  1.494
C  0.548  3.141  1.704
H  -0.217  3.007  2.473
H  0.063  3.462  0.776
H  1.213  3.955  2.031
C  4.002  -0.147  -0.207
H  4.942  -0.249  0.355
H  4.206  0.464  -1.091
H  3.724  -1.159  -0.535
C  2.101  2.389  -0.915
H  1.087  2.456  -1.333
H  2.744  1.947  -1.682
H  2.454  3.413  -0.717
C  -0.656  -2.449  3.505
H  -0.547  -1.771  4.360
C  -1.584  -3.496  3.543
H  -2.253  -3.572  4.399
C  -1.595  -4.445  2.512
H  -2.308  -5.268  2.503
C  -0.633  -4.338  1.526
H  -0.489  -5.044  0.718
C  0.282  -3.253  1.591
C  1.321  -3.152  0.627
H  2.370  -3.133  0.922
C  0.535  -1.256  -0.777
C  0.933  -3.286  -1.783
H  1.132  -4.339  -1.810
C  0.633  -2.410  -2.731
H  0.574  -2.542  -3.792
N  0.517  -1.144  -2.130
C  0.587  0.037  -2.961
C  1.769  0.256  -3.692
C  1.845  1.381  -4.526
H  2.784  1.575  -5.046
C  0.746  2.219  -4.719
C  0.829  3.400  -5.643
H  0.796  4.348  -5.089
H  -0.014  3.407  -6.345
H  1.757  3.375  -6.222
C  -0.443  1.931  -4.053
H  -1.323  2.558  -4.207
C  -0.560  0.797  -3.232
C  -1.906  0.357  -2.771
H  -2.297  -0.509  -3.330
H  -2.625  1.176  -2.882
H  -1.876  0.074  -1.713
C  2.934  -0.681  -3.637
H  2.740  -1.628  -4.166
H  3.258  -0.908  -2.609
H  3.779  -0.193  -4.141
C  -2.367  1.006  3.794
C  -2.850  0.085  2.679
P  -2.016  0.189  1.039
C  -2.710  -1.324  0.255
C  -4.191  -1.307  -0.118
C  -2.771  1.648  0.196
C  -3.163  2.838  1.070
H  -2.082  2.003  3.441
H  -3.171  1.145  4.532
H  -1.522  0.565  4.334
H  -2.750  -0.962  3.011
H  -3.927  0.249  2.501
H  -2.084  -1.553  -0.617
H  -2.515  -2.133  0.971
H  -4.834  -1.185  0.761
H  -4.452  -2.268  -0.578
H  -4.431  -0.522  -0.843
H  -2.019  1.982  -0.533
H  -3.634  1.303  -0.393
H  -2.308  3.268  1.606
H  -3.560  3.637  0.427
H  -3.940  2.571  1.796

***

Here is a structure of composition C34H49N4O3STl from OMol25. Energies are from ωB97M-V/def2-TZVPD.

- Total charge: +1
- ⟨S²⟩: 0.781
- Spin multiplicity: 2
- Relative energy (zero: lowest compared OMol25 entry of this formula, charge and spin): 1.976 eV
- HOMO level (spin up / spin down): -10.107 / -10.714 eV

Geometry (Å):
Tl  -0.287  -0.467  0.891
N  -1.759  -4.066  -1.213
C  -1.581  -2.937  -0.507
O  -1.085  -1.935  -1.016
C  -2.081  -2.934  0.922
C  -1.291  -2.070  1.888
H  -1.519  -4.073  -2.190
H  -2.152  -4.892  -0.798
H  -2.140  -3.962  1.287
H  -3.106  -2.554  0.855
H  -0.495  -2.608  2.396
H  -1.941  -1.574  2.603
C  3.056  0.692  1.341
C  2.869  1.659  0.178
C  4.144  1.866  -0.569
C  4.129  2.289  -1.830
C  2.866  2.439  -2.556
C  1.684  2.038  -2.081
C  0.445  2.046  -2.944
C  1.589  1.374  -0.717
N  0.088  1.715  1.363
C  -1.005  2.723  1.257
C  -0.976  3.694  2.434
C  -2.402  2.174  1.087
C  -3.540  3.146  0.949
N  -2.524  0.915  1.105
C  -3.792  0.266  1.107
C  -4.348  -0.136  -0.110
C  -3.689  0.234  -1.415
C  -5.538  -0.854  -0.082
C  -6.154  -1.166  1.121
C  -5.582  -0.755  2.315
C  -4.392  -0.033  2.331
C  -3.769  0.404  3.632
H  3.867  1.057  1.975
H  3.308  -0.309  0.999
H  2.166  0.619  1.965
H  5.077  1.666  -0.052
H  5.052  2.472  -2.365
H  2.912  2.819  -3.571
H  0.694  1.793  -3.974
H  -0.022  3.035  -2.960
H  -0.279  1.316  -2.587
H  0.036  4.072  2.572
H  -1.274  3.174  3.347
H  -1.639  4.548  2.280
H  -3.237  4.013  0.358
H  -3.846  3.514  1.931
H  -4.401  2.669  0.485
H  -3.798  1.303  -1.620
H  -4.144  -0.307  -2.243
H  -2.621  0.012  -1.411
H  -5.986  -1.166  -1.019
H  -7.080  -1.726  1.128
H  -6.062  -0.997  3.256
H  -4.138  -0.205  4.456
H  -4.010  1.445  3.861
H  -2.681  0.325  3.603
O  0.994  0.214  -0.782
N  0.816  2.373  0.303
C  2.149  2.942  0.706
C  2.383  4.280  0.106
C  1.327  5.094  -0.263
C  0.016  4.668  -0.274
C  -0.333  3.248  -0.042
H  2.197  3.008  1.797
H  3.403  4.635  0.054
H  1.542  6.110  -0.572
H  -0.785  5.346  -0.541
H  -0.839  2.813  -0.906
C  3.192  -1.481  -3.718
C  3.932  -2.406  -2.747
C  3.562  -2.133  -1.290
S  1.878  -2.635  -0.925
O  1.611  -2.201  0.513
C  2.109  -4.452  -0.858
C  2.042  -5.012  0.558
C  3.310  -4.768  1.371
H  3.371  -1.776  -4.751
H  3.532  -0.449  -3.596
H  2.115  -1.490  -3.543
H  5.008  -2.258  -2.847
H  3.741  -3.450  -3.004
H  3.573  -1.056  -1.110
H  4.214  -2.627  -0.568
H  3.065  -4.689  -1.325
H  1.318  -4.866  -1.484
H  1.856  -6.085  0.473
H  1.189  -4.573  1.078
H  4.195  -5.108  0.826
H  3.277  -5.312  2.315
H  3.425  -3.708  1.597

***

Here is a structure of composition C34H50BF4Ge2N2TeTl at a distorted geometry from OMol25. Energies are from ωB97M-V/def2-TZVPD.

- Total charge: -2
- Relative energy (zero: lowest compared OMol25 entry of this formula, charge and spin): 0.536 eV
- HOMO level: -0.506 eV

Geometry (Å):
Tl  -1.541  -1.799  -0.748
C  0.806  -2.500  6.374
C  0.026  -1.218  6.054
C  0.882  0.014  6.378
C  -1.220  -1.181  6.941
C  -0.329  -1.203  4.568
C  -1.635  -1.144  4.099
C  -1.861  -1.167  2.731
N  -0.881  -1.216  1.842
C  0.376  -1.230  2.261
C  0.683  -1.247  3.617
C  1.423  -1.255  1.193
C  2.779  -1.228  1.492
C  3.736  -1.200  0.486
C  3.270  -1.115  -0.819
C  1.902  -1.170  -1.041
N  1.003  -1.281  -0.076
C  5.218  -1.258  0.840
C  6.112  -1.294  -0.400
C  5.592  -0.024  1.673
C  5.490  -2.528  1.660
H  1.026  -2.554  7.444
H  1.749  -2.544  5.827
H  0.218  -3.376  6.094
H  1.128  0.039  7.444
H  0.338  0.926  6.125
H  1.813  0.014  5.809
H  -0.918  -1.210  7.990
H  -1.867  -2.039  6.748
H  -1.798  -0.270  6.777
H  -2.485  -1.098  4.766
H  -2.868  -1.172  2.322
H  1.717  -1.295  3.932
H  3.090  -1.236  2.528
H  3.940  -1.024  -1.661
H  1.500  -1.135  -2.050
H  6.050  -0.363  -0.968
H  5.840  -2.119  -1.062
H  7.151  -1.434  -0.094
H  5.375  0.891  1.117
H  6.657  -0.037  1.920
H  5.022  0.011  2.604
H  5.166  -3.415  1.112
H  4.957  -2.514  2.612
H  6.559  -2.622  1.868
C  -3.215  -1.271  -5.806
C  -2.982  -1.793  -4.387
Ge  -1.208  -1.456  -3.513
C  0.144  -2.109  -4.873
C  0.386  -1.247  -6.117
C  -1.129  0.524  -3.705
C  -1.265  1.478  -2.767
Ge  -1.409  0.926  -0.818
C  -3.036  1.626  0.117
C  -3.417  3.103  0.242
C  0.190  1.694  0.161
C  0.412  3.184  0.438
C  -1.285  2.928  -3.168
C  -1.252  3.365  -4.501
C  -1.283  4.710  -4.830
C  -1.348  5.683  -3.838
C  -1.384  5.278  -2.513
C  -1.360  3.926  -2.195
H  -4.241  -1.467  -6.140
H  -2.542  -1.750  -6.522
H  -3.056  -0.191  -5.866
H  -3.143  -2.875  -4.361
H  -3.725  -1.368  -3.705
H  -0.192  -3.111  -5.160
H  1.096  -2.254  -4.351
H  -0.526  -1.120  -6.701
H  1.142  -1.688  -6.780
H  0.737  -0.250  -5.840
H  -1.024  0.861  -4.740
H  -2.914  1.201  1.120
H  -3.866  1.082  -0.336
H  -2.644  3.695  0.741
H  -4.334  3.205  0.831
H  -3.606  3.555  -0.733
H  1.077  1.301  -0.345
H  0.138  1.172  1.122
H  0.641  3.739  -0.472
H  1.256  3.321  1.124
H  -0.459  3.651  0.905
H  -1.205  2.640  -5.302
H  -1.265  5.007  -5.873
H  -1.376  6.735  -4.098
H  -1.440  6.015  -1.720
H  -1.408  3.621  -1.162
Te  -1.588  -4.130  0.358
F  -6.401  -2.029  -1.166
B  -5.667  -1.071  -0.453
F  -4.272  -1.340  -0.569
F  -6.022  -1.102  0.913
F  -5.925  0.218  -0.974

***

| no. | M (g/mol) | energy (eV) |
| --- | --- | --- |
| 1 | 813.227 | -76610.9326 |
| 2 | 636.173 | -53271.2147 |
| 3 | 798.241 | -63676.2058 |
| 4 | 1050.795 | -175622.1968 |